The following is a DFT calculation (wB97M-V/def2-TZVPD) of a molecular structure, C34H30N5O7S3Sn.

```
80
C34H30N5O7S3Sn | OMol25 | wB97M-V/def2-TZVPD
Sn 0.2580 0.5026 -0.3626
C 6.4407 -3.6421 0.3290
C 4.9508 -3.4534 0.1991
C 4.2987 -2.4657 0.9299
C 2.9260 -2.2881 0.8345
C 2.1878 -3.1048 -0.0105
C 2.8187 -4.1012 -0.7448
C 4.1909 -4.2696 -0.6341
S 0.4546 -2.8115 -0.3007
O -0.1635 -4.1059 -0.4864
O 0.4686 -1.9279 -1.4735
N -0.0212 -1.9550 0.9065
C -0.9718 -2.3229 1.8445
C -1.2155 -3.5999 2.3012
C -2.1770 -3.8542 3.3026
C -2.8942 -2.8491 3.8811
C -2.6722 -1.5172 3.4519
C -3.3675 -0.4127 3.9976
C -3.1238 0.8462 3.5393
C -2.1723 1.0127 2.5072
N -1.5095 0.0167 1.9842
C -1.7309 -1.2496 2.4365
H 6.9587 -2.6816 0.3519
H 6.8402 -4.2227 -0.5031
H 6.6947 -4.1687 1.2522
H 4.8721 -1.8168 1.5844
H 2.4317 -1.5158 1.4077
H 2.2313 -4.7301 -1.4014
H 4.6835 -5.0442 -1.2123
H -0.6642 -4.4221 1.8670
H -2.3382 -4.8783 3.6193
H -3.6225 -3.0471 4.6590
H -4.0949 -0.5891 4.7830
H -3.6422 1.7077 3.9403
H -1.9522 1.9974 2.1012
C 3.3715 -1.8357 -7.0431
O 2.3667 -1.1971 -6.2845
C 2.6990 -0.7565 -5.0319
C 3.9919 -0.9119 -4.4939
C 4.2084 -0.4306 -3.2220
C 3.2025 0.1634 -2.4551
C 3.5132 0.5772 -1.0926
C 4.9361 0.9025 -0.7065
O 2.6652 0.6505 -0.1996
C 1.8944 0.3298 -3.0101
O 0.9311 0.9296 -2.3908
C 1.6912 -0.1503 -4.3211
H 2.9157 -2.1041 -7.9929
H 3.7298 -2.7422 -6.5484
H 4.2206 -1.1722 -7.2272
H 4.7893 -1.3916 -5.0366
H 5.1958 -0.5456 -2.7904
H 5.4936 1.3590 -1.5219
H 5.4428 -0.0217 -0.4126
H 4.9060 1.5636 0.1563
H 0.7063 -0.0481 -4.7570
N -2.5670 7.4945 4.4168
C -1.7300 6.6720 3.6530
C -1.4110 5.3865 4.0963
C -0.5616 4.5834 3.3601
C -0.0147 5.0542 2.1703
C -0.3140 6.3336 1.7294
C -1.1665 7.1399 2.4693
S 0.9867 3.9758 1.1945
O 1.7125 3.1456 2.1207
O 1.7082 4.8315 0.2781
N -0.0702 3.0370 0.4629
C -0.6526 3.3689 -0.7183
S -0.4429 4.8179 -1.6812
C -1.5493 4.1821 -2.8428
C -1.9305 2.9402 -2.4814
N -1.4525 2.4830 -1.2768
H -3.2003 7.0012 5.0248
H -3.0346 8.2188 3.8964
H -1.8325 5.0211 5.0268
H -0.3103 3.5859 3.6998
H 0.1283 6.6944 0.8092
H -1.3971 8.1427 2.1264
H -1.8075 4.7302 -3.7334
H -2.5776 2.2975 -3.0605
```

Its spin multiplicity is 1. Its charge is -1.


The following is a DFT calculation (wB97M-V/def2-TZVPD) of a gas-phase ion, C26H35N2 (charge +1) at a distorted geometry.

```
63
C26H35N2 | OMol25 | wB97M-V/def2-TZVPD
C 0.6534 -0.5985 2.4637
N -0.6198 -0.3306 1.6963
C -1.5736 -1.4609 2.1325
C -2.9920 -1.2136 1.6428
C -3.5182 0.1159 2.1593
C -2.5937 1.2487 1.7040
C -1.1791 1.0077 2.1990
H 1.2840 0.2853 2.4466
H 0.3565 -0.7890 3.4990
H 1.1570 -1.4706 2.0339
H -1.1527 -2.4090 1.7819
H -1.5286 -1.4720 3.2290
H -3.0385 -1.2592 0.5471
H -3.6153 -2.0440 1.9878
H -4.5413 0.2753 1.8036
H -3.5372 0.1043 3.2603
H -2.6447 1.3848 0.6126
H -2.9234 2.1992 2.1402
H -1.1500 0.9396 3.2946
H -0.4850 1.7859 1.8670
C -0.0392 0.2871 -3.3761
C -0.9211 1.3089 -2.6532
C -1.0771 2.5669 -3.5085
C -2.2954 0.7154 -2.3811
C -0.1869 1.7094 -1.3679
N 0.4290 2.9236 -1.3428
C 1.3952 2.9731 -0.3537
C 1.4105 1.7010 0.2715
C 2.5568 1.3982 1.0265
C 3.4123 2.4494 1.3953
C 3.2991 3.7306 0.8325
C 2.2992 3.9934 -0.1036
C 0.2586 0.9585 -0.2592
C -0.4249 -0.3053 0.2338
C 0.2824 -1.5711 -0.2604
C 1.6474 -1.4972 -0.5784
C 2.4241 -2.6609 -0.5306
C 1.8441 -3.9011 -0.2514
C 2.7556 -5.0686 0.0335
C 0.4483 -3.9939 -0.2277
C -0.3394 -2.8395 -0.3321
H 0.1140 -0.6142 -2.7669
H -0.4957 -0.0046 -4.3304
H 0.9480 0.7149 -3.5985
H -1.6146 3.3555 -2.9654
H -0.1105 2.9488 -3.8565
H -1.6649 2.3365 -4.4036
H -2.8987 1.3954 -1.7674
H -2.8138 0.5722 -3.3395
H -2.2367 -0.2600 -1.8902
H 0.2434 3.7008 -1.9619
H 2.8164 0.3703 1.2991
H 4.1959 2.2577 2.1264
H 4.0053 4.5223 1.1151
H 2.2011 4.9490 -0.6160
H -1.4403 -0.2738 -0.1549
H 2.1269 -0.5451 -0.8296
H 3.5026 -2.5887 -0.6620
H 2.2031 -6.0082 0.1485
H 3.5016 -5.1999 -0.7655
H 3.3269 -4.8989 0.9629
H -0.0135 -4.9796 -0.0732
H -1.4332 -2.9275 -0.4377
```

As for the structure (SMILES): Cc1ccc([C@H](c2c(C(C)(C)C)[nH]c3ccccc23)[N+]2(C)CCCCC2)cc1. Its spin multiplicity is 1. Its charge is +1.


The following is a DFT calculation (wB97M-V/def2-TZVPD) of 9 unconnected molecules or ions with the total composition H16NO11 at a distorted geometry.

```
28
H16NO11 | OMol25 | wB97M-V/def2-TZVPD
N 24.4450 28.9660 -13.3270
O 24.1160 28.9000 -12.0920
O 23.6080 29.4360 -14.0880
O 25.1430 28.0260 -13.7750
O 25.0610 29.1570 -9.4250
H 24.7850 29.2930 -10.2950
H 25.7530 28.4660 -9.5480
O 23.6210 26.4920 -16.1170
H 23.2010 25.9670 -15.4350
H 24.3260 26.9950 -15.6780
O 22.8400 26.9620 -10.5000
H 23.3550 27.4930 -11.1070
H 21.9610 27.2560 -10.5960
O 21.9360 30.5640 -11.0140
H 21.8200 30.1220 -10.1410
H 22.7030 30.1510 -11.4490
O 27.2660 26.7490 -12.6430
H 26.6800 27.3180 -13.1490
H 27.4280 25.9520 -13.1450
O 23.7590 25.7910 -13.1080
H 24.3270 26.5520 -13.2740
H 22.8610 26.1600 -13.0100
O 21.2090 29.7700 -15.1820
H 21.5340 29.3130 -15.9660
H 21.9390 29.8630 -14.5840
O 21.6250 27.4720 -13.1460
H 21.3600 26.8990 -13.8610
H 22.0410 28.1770 -13.5510
```

Its spin multiplicity is 1. Its charge is -1.


HOMO energy
In order: -4.924, -10.564, -7.307
Unit: eV